# 1
25
Properties=species:S:1:pos:R:3 method="wB97M-V/def2-TZVPD" orbital_gap_ev=1.5 charge=0
S -4.722 0.319 1.612
P -3.524 0.238 -0.187
F 4.325 -0.319 0.321
F 3.785 -2.407 0.047
F 5.556 -1.597 -0.916
O 3.096 -1.882 -2.646
O 2.296 -0.039 -1.548
O -1.887 0.571 0.152
O -4.161 1.197 -1.456
C 3.444 -0.877 -1.867
C 1.198 -0.932 0.458
C -3.948 1.620 2.730
C 1.126 -0.650 -1.032
C 4.265 -1.322 -0.600
C -3.750 2.662 3.531
H -5.997 0.790 1.220
H 4.122 -0.124 -2.306
H -1.617 1.494 -0.086
H 0.192 -1.065 0.868
H 0.827 -1.538 -1.598
H 0.328 0.086 -1.186
H 1.697 -0.120 0.993
H -3.767 3.754 3.931
H -4.632 1.994 -1.094
H 1.745 -1.853 0.658

=====

# 2
20
Properties=species:S:1:pos:R:3 method="wB97M-V/def2-TZVPD" orbital_gap_ev=9.8 charge=+1
F 1.281 1.410 1.364
O -0.770 -1.205 0.166
N 3.639 -1.121 -0.572
N 1.539 -0.927 0.038
C -3.716 -1.498 -0.235
C 2.746 -0.357 -0.108
C 0.170 0.972 0.617
C -0.049 1.817 -0.628
C -3.726 -0.578 0.556
C 0.321 -0.442 0.269
H -0.665 0.959 1.297
H -3.934 -2.240 -0.903
H 0.339 1.253 -1.537
H 0.511 2.801 -0.575
H -1.114 1.907 -0.801
H 1.632 -1.946 -0.154
H -1.782 -0.897 0.234
H -3.863 0.191 1.297
H 2.889 0.757 0.098
H 4.551 -0.856 -0.421

=====

# 3
20
Properties=species:S:1:pos:R:3 method="wB97M-V/def2-TZVPD" orbital_gap_ev="8.0 / 7.3" charge=0
F 0.889 1.256 -2.005
O 2.038 -1.923 -2.067
O 0.046 -1.832 -3.023
N 0.775 -1.766 -2.056
C 0.406 -0.181 1.327
C -1.288 1.477 -1.108
C 0.124 1.041 -0.823
C 0.085 -1.438 -0.905
C 0.746 0.970 0.444
C 0.773 -1.495 0.462
H -1.410 2.562 -0.825
H 1.903 -1.491 0.154
H -0.941 -1.413 -1.151
H 1.156 -0.137 2.106
H 0.516 1.950 1.091
H -2.028 1.128 -0.365
H 1.875 1.011 0.326
H -0.661 -0.228 1.745
H -1.661 1.440 -2.168
H 0.621 -2.339 1.153

=====

# 4
19
Properties=species:S:1:pos:R:3 method="wB97M-V/def2-TZVPD" orbital_gap_ev=8.6 charge=0 smiles="C=C/C=C(/C)[C@@H](I)ON"
I -3.272 -0.396 0.005
O -1.412 1.926 -0.294
N -0.580 2.567 -1.159
C 0.742 -0.864 0.363
C -1.230 0.356 -0.394
C 1.264 -1.374 -0.850
C -0.578 0.378 2.042
C -0.316 -0.105 0.662
C 2.043 -2.499 -1.023
H 1.402 -1.066 1.255
H 0.881 -0.806 -1.713
H 0.319 0.253 2.496
H -1.410 -0.130 2.342
H 0.253 2.692 -0.556
H 2.135 -3.274 -0.182
H -0.785 1.478 1.930
H 2.463 -2.711 -1.956
H -0.921 3.412 -1.559
H -0.997 0.163 -1.408

=====

# 5
17
Properties=species:S:1:pos:R:3 method="wB97M-V/def2-TZVPD" orbital_gap_ev=9.3 charge=+1
N 0.330 0.645 0.135
C -0.485 -1.558 0.861
C 1.258 0.969 -0.930
C -2.931 0.684 -0.709
C 0.237 1.254 1.205
C -0.530 -0.446 -0.171
C -1.918 0.062 -0.470
H 0.717 1.211 -1.806
H -3.849 1.182 -0.847
H 2.039 0.137 -1.187
H 1.844 1.802 -0.515
H -0.469 -1.086 1.840
H -0.071 -1.266 -1.210
H -1.304 -2.149 0.576
H 0.395 -2.109 0.462
H -0.493 1.032 1.989
H 0.795 2.157 1.421

=====

# 6
17
Properties=species:S:1:pos:R:3 method="wB97M-V/def2-TZVPD" orbital_gap_ev=9.5 charge=+1
N -1.614 -1.043 0.018
C 1.267 0.525 -0.216
C 0.131 -0.167 -0.154
C -0.295 -1.551 -0.044
C -1.355 0.195 -0.127
C 2.630 0.098 0.169
C -2.133 1.432 -0.047
H 0.067 -2.134 0.897
H 1.030 1.684 -0.266
H 3.450 0.099 1.144
H -2.237 1.594 -1.163
H -1.357 2.074 0.551
H -3.088 1.320 0.512
H 3.198 0.736 -0.429
H -2.329 -1.645 0.346
H 2.825 -0.956 -0.310
H -0.191 -2.262 -0.879

=====

# 7
17
Properties=species:S:1:pos:R:3 method="wB97M-V/def2-TZVPD" orbital_gap_ev=9.6 charge=+1
N -0.370 0.308 -0.912
C 0.796 1.001 -0.837
C -0.536 -0.187 1.538
C -0.816 0.268 -2.249
C -0.960 -0.132 0.133
C 0.588 -1.145 1.834
C 1.963 1.391 -0.688
H 0.886 -1.223 2.929
H -1.259 -0.442 2.179
H -0.087 0.852 1.846
H 0.031 0.348 -2.990
H -1.477 1.244 -2.437
H 2.992 1.707 -0.765
H -1.490 -0.605 -2.350
H 1.464 -0.729 1.289
H -2.031 -0.414 -0.119
H 0.307 -2.244 1.597

=====

# 8
17
Properties=species:S:1:pos:R:3 method="wB97M-V/def2-TZVPD" orbital_gap_ev=11.6 charge=+1 smiles="C[N@H+]1C=C[C@@H]2C[C@@H]21"
N -0.721 0.247 -0.311
C 1.384 -0.490 0.416
C -0.018 1.340 0.443
C 1.136 0.940 0.967
C -2.092 -0.093 0.201
C 1.526 -0.608 -1.054
C 0.211 -0.869 -0.369
H 1.839 1.479 1.545
H -0.796 0.626 -1.190
H -2.343 0.373 1.141
H -0.633 2.179 0.746
H 2.175 -1.416 -1.362
H 1.915 -1.061 1.131
H -2.879 0.122 -0.586
H -0.241 -1.838 -0.264
H -2.018 -1.218 0.316
H 1.556 0.286 -1.770

=====

# 9
17
Properties=species:S:1:pos:R:3 method="wB97M-V/def2-TZVPD" orbital_gap_ev=11.3 charge=+1 smiles="C/C=C1/C[N+]12CC2"
N -0.768 0.285 -0.379
C 1.714 0.440 0.604
C -0.672 1.707 -0.037
C 0.579 0.909 0.083
C 2.300 -0.917 0.382
C -1.495 -0.749 0.300
C -1.799 -0.478 -1.107
H -2.583 0.150 -1.475
H 1.515 -1.642 0.680
H -1.337 -1.159 -1.800
H -2.283 -0.445 1.014
H 2.242 -0.998 -0.702
H 2.278 1.270 1.116
H 3.273 -1.050 0.842
H -1.116 2.036 0.908
H -0.951 2.310 -0.891
H -0.898 -1.668 0.462

=====

# 10
18
Properties=species:S:1:pos:R:3 method="wB97M-V/def2-TZVPD" orbital_gap_ev=9.4 charge=0 smiles=CCCc1cn[nH]c1
N -2.405 0.053 0.280
N -1.879 -1.129 -0.194
C 0.996 1.080 -0.260
C -1.456 0.962 0.338
C -0.227 0.443 -0.109
C -0.670 -0.862 -0.481
C 2.533 -0.727 0.786
C 2.136 0.141 -0.514
H -3.511 0.108 0.577
H 2.738 0.033 1.854
H 1.016 1.639 -1.211
H -1.673 1.956 0.762
H 1.122 1.822 0.354
H 3.105 0.734 -0.833
H 3.610 -1.332 0.494
H 2.135 -0.542 -1.390
H -0.154 -1.737 -0.877
H 1.727 -1.367 1.107

=====

# 11
18
Properties=species:S:1:pos:R:3 method="wB97M-V/def2-TZVPD" orbital_gap_ev=10.6 charge=0 smiles="C=C[C@](C)(C#N)NC"
N 0.170 0.766 1.267
N -2.206 0.270 -1.123
C 0.186 2.271 0.887
C 1.293 -1.175 -1.787
C 0.020 -0.287 0.272
C -0.005 -1.582 1.094
C 1.113 -0.360 -0.724
C -1.327 -0.088 -0.456
H -0.947 -1.699 1.591
H 1.901 0.375 -0.478
H 0.611 2.487 -0.154
H 2.214 -1.059 -2.297
H 0.007 -2.471 0.450
H 0.924 -1.641 1.725
H 0.859 2.684 1.648
H 1.109 0.576 1.649
H 0.611 -1.969 -2.008
H -0.711 2.790 1.144

=====

# 12
18
Properties=species:S:1:pos:R:3 method="wB97M-V/def2-TZVPD" orbital_gap_ev="5.9 / 8.0" charge=0
N 1.263 1.847 -0.294
N -1.053 -2.037 -0.683
C 0.879 -0.560 0.132
C 0.432 0.982 0.340
C -0.220 -1.103 -0.250
C -1.038 0.927 -0.261
C 2.290 -1.004 0.255
C -2.157 1.163 0.448
H 2.602 -0.969 1.302
H -1.734 -2.403 -0.029
H -2.136 1.212 1.531
H -3.103 1.401 -0.025
H 0.295 1.078 1.433
H -1.389 -1.959 -1.635
H -1.061 0.997 -1.348
H 0.770 2.720 -0.482
H 2.911 -0.287 -0.287
H 2.449 -2.005 -0.146

=====

Relative energy (zero: lowest compared OMol25 entry of this formula, charge and spin) values (in eV) by entry order: 9.338 3.173 6.157 2.463 3.401 2.432 2.865 1.061 2.889 3.183 2.206 5.811.
F_max values (in Eh/bohr) by entry order: 0.14426 0.10757 0.10660 0.08760 0.11508 0.09138 0.11268 0.07177 0.04611 0.12883 0.05457 0.02764.